A molecular structure, C17H17CaCl5NO2Si. Source: the Open Molecules 2025 dataset; level of theory: ωB97M-V/def2-TZVPD.

Structure (XYZ):
```
44
C17H17CaCl5NO2Si ωB97M-V/def2-TZVPD
Ca -0.8042 0.1032 -0.1459
Cl -4.6085 6.7345 1.1411
C -3.8390 5.2917 0.5857
C -2.4836 5.0714 0.8324
Cl -1.5740 6.2471 1.7034
C -1.8675 3.9148 0.3851
Cl -0.2057 3.6017 0.7138
C -2.5587 2.9110 -0.3478
O -1.9854 1.8626 -0.7842
C -3.9403 3.1704 -0.5597
Cl -4.8222 1.9524 -1.4055
C -4.5604 4.3232 -0.1106
Cl -6.2427 4.5688 -0.4096
N -3.8943 -1.7234 1.3931
C -2.5439 -1.6626 1.3178
O -1.9443 -0.6671 1.7593
C -1.8535 -2.7765 0.6089
C -1.6356 -2.1961 -0.8079
H -4.3872 -0.8714 1.6065
H -4.3761 -2.4287 0.8650
H -2.4241 -3.7147 0.6779
H -0.8883 -2.9276 1.0967
H -2.5458 -2.3383 -1.4028
H -0.8422 -2.7687 -1.3018
C 3.1525 1.2330 -1.2614
Si 2.2372 0.1315 0.0246
C 3.1774 0.5969 1.6364
C 2.9365 -1.5987 -0.4131
C 2.6142 -2.1755 -1.6469
C 3.0683 -3.4347 -2.0081
C 3.8545 -4.1706 -1.1296
C 4.1797 -3.6277 0.1046
C 3.7276 -2.3593 0.4509
H 4.2410 1.1484 -1.1719
H 2.8853 2.2841 -1.1201
H 2.8773 0.9563 -2.2824
H 4.2616 0.4823 1.5248
H 2.8584 -0.0064 2.4909
H 2.9776 1.6417 1.8888
H 1.9819 -1.6247 -2.3380
H 2.7999 -3.8500 -2.9732
H 4.2054 -5.1579 -1.4056
H 4.7898 -4.1946 0.7994
H 4.0011 -1.9520 1.4185
```

Results
E = -4131.45428 a.u.
Net charge = -1
Gap between HOMO and LUMO = 6.285 eV
HOMO energy = -3.893 eV
Energy above the lowest of the compared OMol25 structures with the same formula, charge and spin = 3.8 kcal per mole